Formula: C4H14NO2
Source: the OMol25 dataset
Level of theory: ωB97M-V with the def2-TZVPD basis set

ΔE to the lowest compared entry with this formula, charge and spin   332.5 kJ/mol
Max |F|   4.29 eV/Å
Charge   +1

Structure (XYZ):
```
21
Properties=species:S:1:pos:R:3:lowdin_charge:R:1
C -1.752 -0.529 -1.456 -0.104
C -2.197 0.259 -0.195 -0.228
C -1.202 1.331 0.258 -0.054
C 0.106 1.291 -0.071 -0.115
N 0.982 0.148 0.195 0.169
H -1.200 0.234 -2.025 0.077
H -1.177 -1.377 -1.162 0.030
H -2.744 -0.926 -1.983 0.133
H -3.169 0.741 -0.394 0.119
H -2.050 -0.465 0.677 0.137
H -1.758 2.125 0.616 0.094
H 0.717 2.203 0.193 0.136
H 0.674 -0.819 -0.057 0.140
H 1.117 0.051 1.293 0.190
H 1.946 0.427 -0.070 0.173
H 1.874 0.988 3.611 0.063
H 2.920 1.809 3.249 0.056
O 2.501 1.030 2.862 -0.063
H 1.051 -2.825 -2.425 0.007
H 2.114 -3.028 -1.564 0.040
O 1.246 -2.669 -1.551 -0.001
```


Formula: C27H19IN2O2Ru
Source: the OMol25 dataset
Level of theory: ωB97M-V with the def2-TZVPD basis set

Max |F|   2.86 eV/Å
Electronic energy   -1692.1593 hartree
Multiplicity   5
Charge   +2

Structure (XYZ):
```
52
Properties=species:S:1:pos:R:3:mulliken_spin:R:1
Ru -1.710 -0.112 0.015 1.705
C -3.035 2.741 1.015 0.001
O -2.103 1.672 1.206 0.026
C -1.112 1.857 2.157 0.116
C -1.011 2.965 2.974 -0.055
C 0.024 3.043 3.902 0.153
C 0.943 2.007 4.027 -0.037
C 0.857 0.895 3.220 0.145
C -0.167 0.795 2.256 -0.039
N -0.301 -0.246 1.391 0.338
N 0.543 -1.246 1.444 0.327
C 0.623 -2.334 0.721 0.091
C -0.310 -2.652 -0.375 0.299
O -1.341 -1.900 -0.581 0.194
C -0.082 -3.779 -1.165 -0.031
C 0.976 -4.634 -0.934 0.262
C 1.855 -4.413 0.144 -0.041
C 2.912 -5.303 0.419 0.128
C 3.744 -5.107 1.505 0.049
C 3.515 -4.037 2.370 0.021
C 2.488 -3.143 2.124 0.141
C 1.662 -3.286 0.995 0.012
H -2.514 3.665 0.749 0.003
H -3.634 2.890 1.919 0.001
H -3.701 2.453 0.199 -0.001
H -1.722 3.770 2.921 0.001
H 0.103 3.915 4.528 0.006
H 1.725 2.073 4.767 0.000
H 1.569 0.091 3.301 -0.004
H -0.788 -3.968 -1.962 0.005
H 1.114 -5.501 -1.560 0.004
H 3.057 -6.149 -0.234 0.006
H 4.557 -5.792 1.694 0.002
H 4.135 -3.914 3.243 0.001
H 2.288 -2.337 2.814 0.030
I -3.867 0.069 -1.620 0.034
C -2.619 1.352 -2.829 -0.001
C -3.206 1.951 -3.916 0.018
C -2.443 2.794 -4.730 -0.013
C -1.114 2.988 -4.455 0.035
C -0.500 2.384 -3.337 -0.019
C 0.858 2.622 -3.046 0.112
C 1.452 2.062 -1.945 -0.031
C 0.707 1.245 -1.087 0.065
C -0.627 0.994 -1.321 -0.094
C -1.267 1.542 -2.467 0.014
H -4.247 1.781 -4.147 0.000
H -2.912 3.283 -5.568 0.000
H -0.512 3.617 -5.092 0.001
H 1.427 3.263 -3.701 0.002
H 2.490 2.247 -1.717 -0.001
H 1.219 0.826 -0.233 0.020
```


Formula: C3H3BrO
Source: the OMol25 dataset
Level of theory: ωB97M-V with the def2-TZVPD basis set

ΔE to the lowest compared entry with this formula, charge and spin   196.3 kJ/mol
Max |F|   5.42 eV/Å
Multiplicity   3

Structure (XYZ):
```
8
Properties=species:S:1:pos:R:3:mulliken_spin:R:1
C 0.578 -0.187 0.087 0.300
C 0.781 -1.453 0.788 1.468
C -0.824 0.427 -0.004 -0.008
O 0.753 -1.439 -0.494 0.180
Br 2.093 0.914 -0.360 0.047
H -0.949 0.590 -0.958 0.015
H -0.804 1.261 0.600 0.007
H -1.628 -0.112 0.340 -0.009
```


Formula: C4H11NO2
Source: the OMol25 dataset
Level of theory: ωB97M-V with the def2-TZVPD basis set

ΔE to the lowest compared entry with this formula, charge and spin   171.6 kJ/mol
SMILES string   NCCCC=O.O
Max |F|   1.14 eV/Å

Structure (XYZ):
```
18
Properties=species:S:1:pos:R:3:lowdin_charge:R:1
N 1.009 -3.095 1.270 -0.006
C 1.198 -1.955 0.327 -0.270
C -0.057 -1.123 0.127 -0.183
C -0.053 0.254 0.864 -0.151
C -1.046 0.185 1.981 -0.284
O -2.179 0.585 1.865 0.050
H 0.102 -2.962 1.703 0.045
H 1.658 -2.958 2.042 0.059
H 1.520 -2.369 -0.618 0.094
H 2.009 -1.315 0.687 0.101
H -0.268 -0.921 -0.894 0.096
H -0.970 -1.634 0.434 0.108
H -0.344 1.069 0.204 0.113
H 0.972 0.487 1.126 0.102
H -0.751 -0.339 2.908 0.124
O -0.662 5.588 -4.814 -0.061
H -0.706 4.635 -4.907 0.028
H -1.431 5.867 -4.304 0.034
```


Formula: C8H18N3O3
Source: the OMol25 dataset
Level of theory: ωB97M-V with the def2-TZVPD basis set

ΔE to the lowest compared entry with this formula, charge and spin   504.1 kJ/mol
SMILES string   CCOCCOCN1COCNC1=[NH2+]
Max |F|   5.11 eV/Å
Charge   +1

Structure (XYZ):
```
32
Properties=species:S:1:pos:R:3:lowdin_charge:R:1
C -0.587 3.525 0.865 -0.097
C -0.785 3.212 -0.737 -0.242
O -2.144 2.805 -1.125 -0.197
C -2.526 1.506 -0.548 -0.175
C -1.788 0.205 -1.234 -0.145
O -0.434 -0.075 -0.706 -0.201
C -0.479 -0.555 0.684 -0.180
N 0.577 -1.574 1.048 -0.002
C 0.169 -2.993 0.719 -0.135
O 1.356 -3.890 0.516 -0.129
C 2.124 -3.404 -0.657 -0.163
N 2.854 -2.128 -0.301 0.094
C 1.951 -1.217 0.527 -0.112
N 2.464 0.029 0.866 0.160
H 0.120 2.676 1.289 0.055
H -0.129 4.577 1.103 0.090
H -1.622 3.406 1.427 0.094
H -0.571 4.240 -1.299 0.139
H 0.048 2.466 -1.148 0.121
H -2.428 1.442 0.623 0.121
H -3.691 1.376 -0.777 0.157
H -1.826 0.318 -2.409 0.158
H -2.467 -0.737 -0.958 0.138
H -0.293 0.397 1.371 0.141
H -1.535 -1.007 1.002 0.173
H -0.361 -3.420 1.700 0.177
H -0.579 -3.052 -0.179 0.159
H 2.915 -4.231 -0.929 0.170
H 1.330 -3.225 -1.519 0.159
H 3.073 -1.601 -1.179 0.155
H 2.756 0.649 0.078 0.151
H 2.505 0.281 1.890 0.165
```


Formula: C51H56F4O9
Source: the OMol25 dataset
Level of theory: ωB97M-V with the def2-TZVPD basis set

SMILES string   COC(=O)OC.COC(=O)OC.COC(=O)OC.Fc1ccccc1.Fc1ccccc1.Fc1ccccc1.Fc1ccccc1.c1ccccc1.c1ccccc1.c1ccccc1
Max |F|   4.19 eV/Å
Electronic energy   -3053.4716 hartree

Structure (XYZ):
```
120
Properties=species:S:1:pos:R:3:lowdin_charge:R:1
C -23.195 26.536 -9.406 -0.047
O -22.958 25.251 -8.870 0.000
C -23.694 24.748 -7.886 -0.583
O -24.566 25.309 -7.227 0.101
O -23.304 23.479 -7.729 -0.005
C -24.049 22.627 -6.851 -0.034
H -22.492 26.695 -10.222 0.090
H -22.954 27.351 -8.723 0.099
H -24.173 26.570 -9.887 0.101
H -24.460 23.095 -5.957 0.088
H -23.391 21.802 -6.575 0.092
H -24.914 22.229 -7.381 0.095
C -21.965 19.613 -10.029 -0.037
O -23.015 18.715 -9.579 0.006
C -23.330 17.687 -10.403 -0.612
O -22.747 17.468 -11.469 0.090
O -24.368 17.092 -9.935 0.014
C -24.493 15.723 -10.220 -0.028
H -21.226 19.675 -9.230 0.087
H -22.335 20.600 -10.307 0.091
H -21.312 19.348 -10.860 0.085
H -23.717 15.258 -9.612 0.104
H -24.271 15.464 -11.256 0.098
H -25.508 15.523 -9.878 0.101
C -25.582 24.550 2.278 -0.032
O -25.126 23.735 3.360 0.032
C -24.663 22.571 3.013 -0.656
O -24.661 22.147 1.883 0.115
O -24.286 21.914 4.088 0.028
C -23.723 20.662 3.896 -0.070
H -24.876 24.577 1.449 0.096
H -25.745 25.611 2.469 0.094
H -26.539 24.127 1.971 0.101
H -23.218 20.221 4.755 0.099
H -23.060 20.621 3.032 0.096
H -24.507 19.971 3.585 0.097
F -24.189 17.139 -5.130 0.051
C -23.620 16.697 -3.996 -0.295
C -24.157 17.159 -2.786 -0.005
C -23.587 16.645 -1.611 -0.056
C -22.618 15.611 -1.815 -0.107
C -22.226 15.058 -3.015 -0.081
C -22.731 15.688 -4.135 -0.036
H -24.866 17.970 -2.705 0.110
H -23.782 16.986 -0.605 0.100
H -22.441 15.071 -0.897 0.090
H -21.632 14.163 -3.133 0.108
H -22.410 15.267 -5.076 0.120
F -22.233 10.224 -8.172 0.056
C -23.066 10.461 -7.138 -0.282
C -22.585 10.445 -5.821 -0.015
C -23.480 10.687 -4.776 -0.071
C -24.824 11.029 -5.051 -0.114
C -25.289 10.949 -6.307 -0.097
C -24.421 10.656 -7.374 -0.008
H -21.571 10.137 -5.613 0.109
H -23.261 10.575 -3.724 0.099
H -25.477 11.278 -4.228 0.103
H -26.347 11.123 -6.442 0.107
H -24.710 10.703 -8.413 0.112
F -31.648 23.194 -3.703 0.060
C -30.462 22.777 -3.230 -0.289
C -30.403 21.824 -2.247 -0.027
C -29.180 21.543 -1.673 -0.081
C -28.056 22.197 -2.142 -0.119
C -28.082 23.106 -3.148 -0.087
C -29.318 23.399 -3.727 -0.004
H -31.272 21.300 -1.879 0.117
H -29.174 20.775 -0.914 0.106
H -27.099 21.961 -1.700 0.101
H -27.209 23.666 -3.449 0.107
H -29.415 23.983 -4.630 0.115
F -19.189 25.162 -2.929 0.061
C -19.478 24.018 -3.554 -0.299
C -18.629 23.614 -4.592 -0.014
C -18.801 22.338 -5.095 -0.097
C -19.800 21.476 -4.632 -0.081
C -20.646 21.933 -3.588 -0.065
C -20.488 23.237 -3.050 -0.018
H -17.726 24.145 -4.854 0.114
H -18.089 22.006 -5.835 0.100
H -19.858 20.465 -5.006 0.093
H -21.493 21.409 -3.169 0.094
H -21.083 23.514 -2.193 0.113
C -16.106 18.389 -6.774 -0.106
C -15.748 19.009 -7.964 -0.098
C -16.387 18.660 -9.158 -0.092
C -17.293 17.608 -9.135 -0.107
C -17.759 17.024 -7.948 -0.077
C -17.108 17.435 -6.761 -0.097
H -15.543 18.695 -5.904 0.098
H -14.944 19.726 -8.035 0.097
H -16.065 19.054 -10.110 0.098
H -17.737 17.201 -10.032 0.095
H -18.518 16.256 -7.937 0.096
H -17.488 16.999 -5.849 0.094
C -18.216 9.278 5.424 -0.107
C -18.883 10.406 5.803 -0.111
C -19.575 11.131 4.844 -0.089
C -19.373 10.886 3.476 -0.099
C -18.655 9.789 3.097 -0.105
C -18.159 8.931 4.073 -0.087
H -17.691 8.699 6.169 0.101
H -18.856 10.643 6.857 0.102
H -20.095 12.006 5.206 0.096
H -19.792 11.660 2.850 0.100
H -18.437 9.613 2.053 0.101
H -17.531 8.090 3.820 0.097
C -28.624 14.886 -5.008 -0.090
C -28.566 14.957 -6.404 -0.090
C -29.482 14.227 -7.192 -0.090
C -30.447 13.433 -6.550 -0.088
C -30.519 13.429 -5.143 -0.104
C -29.600 14.106 -4.382 -0.105
H -27.881 15.432 -4.445 0.094
H -27.869 15.577 -6.948 0.092
H -29.430 14.269 -8.270 0.092
H -31.060 12.787 -7.162 0.094
H -31.353 12.901 -4.705 0.097
H -29.672 14.149 -3.305 0.099
```